[1]
The following is a quantum chemistry calculation of a 6-piece molecular cluster, C43H33F9O12PS overall, from the Open Molecules 2025 dataset.

Total energy, eV: -114262.8656
Gap between HOMO and LUMO, eV: 6.746

Geometry as ORCA input:
```
! wB97M-V def2-TZVPD RIJCOSX def2/J DEFGRID3
* xyz 1 1
O -7.4334 1.9742 0.0900
S -7.4102 1.8932 1.5096
O -6.4420 1.1437 2.2413
P -7.2021 3.9688 2.1739
C -5.6766 4.7099 1.5603
C -4.5726 3.7646 1.0223
C -4.5160 3.7199 -0.5142
C -4.2798 2.3731 -1.1661
C -4.0665 2.3684 -2.5426
C -3.8630 1.1868 -3.2295
C -3.8623 -0.0219 -2.5500
C -4.0494 -0.0289 -1.1808
C -4.2628 1.1584 -0.4958
C -9.0782 1.4064 2.2428
F -9.0210 0.0992 2.4403
F -9.1159 2.0658 3.4212
C -10.2670 1.8089 1.3447
F -10.1484 3.1475 1.1331
F -10.1255 1.1654 0.1774
C -11.6976 1.4771 1.8769
F -12.5351 1.9601 0.9383
F -11.8102 0.1421 1.9445
C -12.1053 2.0980 3.2485
F -13.4271 2.1799 3.3226
F -11.6460 1.3226 4.2421
F -11.5773 3.3311 3.3807
H -8.3190 4.6280 1.6626
H -7.3070 3.9789 3.5648
H -5.9828 5.4556 0.8270
H -5.2973 5.2568 2.4276
H -3.6432 4.1860 1.4013
H -4.6481 2.7735 1.4597
H -5.4437 4.1396 -0.9140
H -3.7177 4.3849 -0.8444
H -4.0637 3.3087 -3.0801
H -3.6966 1.2144 -4.2972
H -3.7109 -0.9538 -3.0747
H -4.0385 -0.9565 -0.6260
H -4.4206 1.0977 0.5721
C 0.8106 -0.7064 0.4444
C 1.3845 -1.0135 1.6037
C 0.7602 -0.6294 2.8929
O 1.2770 -0.9042 3.9532
C -0.5254 0.1124 2.8415
C -1.0966 0.4176 1.6808
C -0.4738 0.0335 0.3894
O -0.9947 0.3180 -0.6686
H 1.2499 -0.9851 -0.5037
H 2.3217 -1.5534 1.6596
H -0.9517 0.3880 3.7972
H -2.0309 0.9611 1.6150
C 5.8715 -0.8185 -1.0518
C 6.5490 0.2581 -1.4419
C 5.8526 1.4642 -1.9568
O 6.4657 2.4450 -2.3137
C 4.3675 1.4229 -2.0209
C 3.6928 0.3454 -1.6321
C 4.3908 -0.8593 -1.1172
O 3.7715 -1.8433 -0.7630
H 6.3620 -1.7097 -0.6816
H 7.6299 0.3075 -1.4061
H 3.8808 2.3121 -2.4008
H 2.6133 0.2925 -1.6797
C 4.8242 3.5826 4.9806
C 3.6154 3.5382 4.4284
C 2.8164 2.2876 4.4260
O 1.7124 2.2558 3.9170
C 3.4119 1.0858 5.0625
C 4.6221 1.1320 5.6146
C 5.4242 2.3814 5.6192
O 6.5241 2.4256 6.1220
H 5.4276 4.4812 4.9950
H 3.1581 4.3994 3.9578
H 2.8101 0.1869 5.0476
H 5.0802 0.2707 6.0839
C 8.5055 -1.8917 -6.0180
C 8.7600 -2.0212 -4.7190
C 7.7768 -2.6525 -3.8060
O 8.0056 -2.7760 -2.6188
C 6.5011 -3.1316 -4.3883
C 6.2461 -3.0073 -5.6872
C 7.2284 -2.3760 -6.6060
O 6.9980 -2.2572 -7.7879
H 9.2045 -1.4354 -6.7070
H 9.6830 -1.6802 -4.2675
H 5.8010 -3.5886 -3.7004
H 5.3255 -3.3564 -6.1364
C 6.8969 -6.2459 -2.5530
C 7.0375 -6.6402 -1.2909
C 6.1368 -7.6636 -0.7008
O 6.2589 -8.0216 0.4492
C 5.0772 -8.2302 -1.5754
C 4.9373 -7.8339 -2.8372
C 5.8361 -6.8093 -3.4250
O 5.7067 -6.4431 -4.5745
H 7.5422 -5.5018 -3.0010
H 7.8024 -6.2408 -0.6373
H 4.4355 -8.9756 -1.1232
H 4.1728 -8.2309 -3.4928
*
```


[2]
The following is a quantum chemistry calculation of a 3-piece molecular cluster, C26H56N2O11S overall at a distorted geometry, from the Open Molecules 2025 dataset.

SMILES: CCSC[C@@H](CC(=O)N(C)C)OC(=O)OCCNC[C@H](C)O.COCCOCCOC.COCCOCCOC
Total energy, eV: -64202.3589
Gap between HOMO and LUMO, eV: 9.234

Geometry as ORCA input:
```
! wB97M-V def2-TZVPD RIJCOSX def2/J DEFGRID3
* xyz 0 1
C -4.8389 -4.3234 -6.2032
C -5.1587 -3.5321 -4.9221
S -3.9618 -3.8416 -3.5870
C -4.9611 -4.2380 -2.0986
C -4.7055 -5.7145 -1.7568
C -3.2016 -6.0766 -1.6927
C -2.7624 -6.9579 -2.8392
O -3.4111 -7.8480 -3.2352
N -1.4533 -6.6576 -3.3941
C -1.5699 -6.1938 -4.8141
C -0.6852 -7.9222 -3.3757
O -5.4548 -6.1598 -0.6136
C -5.1803 -5.5100 0.5359
O -5.9975 -4.8744 1.0520
O -3.9723 -5.6819 1.1085
C -3.2018 -4.4630 1.1946
C -1.7434 -4.7900 1.4523
N -0.9008 -3.7403 0.9004
C 0.4988 -3.9821 1.2590
C 1.4618 -3.3587 0.2754
C 2.9057 -3.7154 0.6101
O 1.3467 -1.9334 0.2926
H -4.7048 -5.3714 -5.9438
H -3.9495 -3.9278 -6.6870
H -5.6742 -4.2203 -6.8930
H -6.1913 -3.7263 -4.6378
H -5.0627 -2.4792 -5.1819
H -4.7456 -3.5598 -1.2768
H -5.9892 -4.0764 -2.4128
H -5.0992 -6.2744 -2.6010
H -2.5608 -5.2002 -1.6193
H -2.9950 -6.6563 -0.7903
H -2.6201 -6.2207 -5.0941
H -1.2286 -5.1626 -4.8823
H -0.9887 -6.8687 -5.4360
H -1.1097 -8.6463 -4.0821
H -0.7107 -8.3371 -2.3705
H 0.3341 -7.7372 -3.7058
H -3.2465 -3.9684 0.2223
H -3.6396 -3.8178 1.9521
H -1.4693 -5.7745 1.0439
H -1.5782 -4.8611 2.5297
H -0.9435 -3.7801 -0.1152
H 0.7194 -5.0577 1.3315
H 0.6929 -3.5409 2.2428
H 1.2476 -3.6794 -0.7517
H 3.5793 -3.2804 -0.1272
H 3.0588 -4.7965 0.6002
H 3.1796 -3.3255 1.5901
H 1.3464 -1.6061 -0.6126
C 4.7982 4.4193 3.7201
O 3.6876 3.5858 3.4620
C 2.9508 3.9134 2.2944
C 2.7576 2.7288 1.3617
O 3.9263 2.1593 0.7891
C 4.8800 1.5282 1.6299
C 4.4292 0.2780 2.3681
O 3.4035 0.5253 3.3105
C 2.2572 -0.2936 3.1651
H 4.5161 5.2286 4.4012
H 5.5700 3.8152 4.2006
H 5.2228 4.8383 2.8028
H 3.4108 4.7406 1.7446
H 1.9593 4.2432 2.6267
H 2.1750 3.0966 0.5122
H 2.1423 1.9566 1.8242
H 5.3307 2.2502 2.3121
H 5.6861 1.2185 0.9578
H 5.2932 -0.1169 2.9178
H 4.1226 -0.4806 1.6399
H 2.0873 -0.5784 2.1238
H 1.3896 0.2697 3.5103
H 2.3704 -1.2015 3.7694
C 0.7547 10.2536 -1.2207
O 0.2769 9.8344 0.0420
C -0.5883 8.7125 0.0136
C -0.1612 7.5962 0.9551
O 1.0864 6.9673 0.6941
C 2.2689 7.7542 0.8090
C 2.6032 8.3047 2.1868
O 1.6466 9.2295 2.6701
C 1.1315 8.9400 3.9545
H 0.1153 11.0438 -1.6253
H 1.7600 10.6564 -1.0844
H 0.8183 9.4268 -1.9339
H -0.6946 8.3158 -1.0007
H -1.5752 9.0599 0.3438
H -0.9040 6.8000 0.8490
H -0.2211 7.9116 1.9965
H 2.2724 8.5376 0.0514
H 3.0890 7.0824 0.5371
H 3.5613 8.8335 2.1121
H 2.7357 7.4722 2.8863
H 1.1003 7.8634 4.1503
H 0.1122 9.3238 4.0051
H 1.7421 9.4236 4.7241
*
```


[3]
The following is a quantum chemistry calculation of a 5-piece molecular cluster, C32H67BrFN6O9 overall at a distorted geometry, from the Open Molecules 2025 dataset.

Energy relative to the best compared isomer or geometry (same formula, charge and spin), kcal per mole: 342.38
Total energy, eV: -134373.5841
Gap between HOMO and LUMO, eV: 4.944

Geometry as ORCA input:
```
! wB97M-V def2-TZVPD RIJCOSX def2/J DEFGRID3
* xyz 1 1
N 6.9831 -4.4740 5.7034
C 6.7720 -3.1271 5.0479
C 5.2457 -2.5381 5.2001
C 5.1929 -1.0313 4.5592
C 3.7862 -0.2235 4.7765
C 2.4269 -1.1266 4.6660
O 1.6296 -0.5771 3.5193
C 0.7230 -1.7077 3.1848
O -0.4187 -1.7952 3.8881
C 1.0236 -2.8783 2.0775
C 1.9164 -4.2185 2.4112
C 2.0897 -5.3291 1.2157
F 2.9018 -6.5493 1.5566
N 1.4915 -5.2290 -0.1702
Br 1.7988 -6.6865 -1.3489
C 0.6933 -3.9884 -0.5195
C 0.0180 -3.8240 -2.0372
C 1.0873 -3.3223 -3.1760
C 2.6428 -3.2121 -2.6646
C 3.5611 -2.7251 -3.9645
O 3.6289 -1.2641 -4.1253
C 4.4537 -0.6235 -3.0893
O 5.4762 -1.2075 -2.4336
C 0.3938 -2.7394 0.5450
O -0.3947 -1.5603 0.1523
H 6.5606 -4.4218 6.6571
H 6.6011 -5.2591 5.1321
H 6.9809 -3.2181 3.8836
H 7.5010 -2.3113 5.4873
H 4.7848 -2.6327 6.2743
H 4.5620 -3.2203 4.4982
H 5.4680 -0.9788 3.4233
H 6.0320 -0.3996 5.1272
H 3.7348 0.5945 3.9084
H 3.7256 0.4001 5.7825
H 1.7660 -1.0690 5.6580
H 2.5873 -2.2579 4.4195
H 2.4311 -4.4317 3.4521
H -0.5540 -4.8199 -2.3597
H -0.8376 -2.9929 -1.9897
H 0.7560 -2.2309 -3.5245
H 0.9879 -4.0669 -4.0876
H 2.8176 -2.4676 -1.7764
H 3.1160 -4.2469 -2.3263
H 3.0901 -3.2515 -4.9209
H 4.6250 -3.2438 -3.8266
H 4.2460 0.5170 -2.8041
H -0.2046 -0.7616 0.7281
C -1.5769 2.5445 2.2361
C -0.1484 2.5212 2.7741
C 0.0771 3.4868 3.9599
O 0.2216 4.8580 3.5790
C -1.0056 5.5532 3.4143
N 0.7819 2.7962 1.6693
H -1.7985 3.4502 1.6654
H -1.7443 1.6947 1.5629
H -2.3030 2.4677 3.0519
H 0.0413 1.5038 3.1373
H 1.0270 3.2147 4.4372
H -0.6976 3.3725 4.7274
H -1.7623 5.2304 4.1357
H -1.3726 5.4295 2.3938
H -0.8143 6.6183 3.5691
H 1.7364 2.6977 2.0163
H 0.7082 3.7941 1.4520
C -5.4457 10.0593 2.2677
C -4.2454 10.3226 3.1735
C -3.2050 9.1794 3.1622
O -3.5749 8.0434 3.9489
C -4.4125 7.1134 3.2783
N -4.7268 10.6012 4.5345
H -6.1258 9.3070 2.6760
H -6.0302 10.9778 2.1334
H -5.1217 9.7259 1.2765
H -3.7484 11.2238 2.7941
H -2.2825 9.5618 3.6171
H -2.9439 8.8804 2.1401
H -4.1630 7.0247 2.2166
H -5.4598 7.3944 3.4028
H -4.2755 6.1355 3.7473
H -3.9281 10.8573 5.1155
H -5.0378 9.7112 4.9343
C 0.2281 -1.6775 -9.8469
C 1.4285 -1.4143 -8.9411
C 2.4688 -2.5575 -8.9525
O 2.0990 -3.6934 -8.1657
C 1.2614 -4.6234 -8.8364
N 0.9471 -1.1356 -7.5802
H -0.4519 -2.4299 -9.4386
H -0.3563 -0.7590 -9.9813
H 0.5522 -2.0109 -10.8381
H 1.9255 -0.5131 -9.3206
H 3.3914 -2.1751 -8.4976
H 2.7299 -2.8564 -9.9745
H 1.5109 -4.7121 -9.8980
H 0.2140 -4.3424 -8.7118
H 1.3983 -5.6013 -8.3674
H 1.7458 -0.8795 -6.9991
H 0.6361 -2.0256 -7.1803
C -4.1047 -4.0581 -0.6079
C -3.8171 -2.6073 -0.9859
C -4.7912 -1.5985 -0.3356
O -6.0722 -1.5304 -0.9685
C -6.9978 -2.5120 -0.5258
N -3.8145 -2.4876 -2.4512
H -4.9962 -4.4542 -1.1013
H -3.2659 -4.7015 -0.9007
H -4.2380 -4.1610 0.4740
H -2.8094 -2.3740 -0.6207
H -4.3577 -0.5963 -0.4452
H -4.8949 -1.7735 0.7418
H -6.8912 -2.7274 0.5416
H -6.8857 -3.4250 -1.1133
H -8.0066 -2.1290 -0.7010
H -3.5406 -1.5364 -2.6990
H -4.7885 -2.5446 -2.7619
*
```


[4]
The following is a quantum chemistry calculation of C33H29GeIrN3O3 as an isolated structure, from the Open Molecules 2025 dataset.

Energy relative to the best compared isomer or geometry (same formula, charge and spin), kcal per mole: 0.00
Total energy, eV: -104655.8006
Gap between HOMO and LUMO, eV: 7.236

Geometry as ORCA input:
```
! wB97M-V def2-TZVPD RIJCOSX def2/J DEFGRID3
* xyz 1 1
Ir 0.8225 -2.7571 -0.2242
O -2.4841 -4.4520 1.1723
C -1.6635 -3.8574 0.5238
N -0.2884 -3.9934 0.6653
C 0.2785 -4.8139 1.7219
C 1.7782 -4.6752 1.6709
C 2.6226 -5.4455 2.4508
C 3.9896 -5.2503 2.3683
C 4.4891 -4.2897 1.4999
C 3.6014 -3.5579 0.7429
N 2.2777 -3.7452 0.8283
C -2.0060 -2.8297 -0.5306
C -3.2910 -2.6443 -0.9793
C -3.5125 -1.7210 -1.9983
C -2.4405 -1.0224 -2.5226
C -1.1700 -1.2650 -2.0231
N -0.9626 -2.1487 -1.0481
H -0.0182 -5.8588 1.6128
H -0.0898 -4.4774 2.6970
H 2.2030 -6.1897 3.1139
H 4.6615 -5.8456 2.9714
H 5.5501 -4.1141 1.4011
H 3.9295 -2.8111 0.0329
H -4.0863 -3.2241 -0.5322
H -4.5124 -1.5561 -2.3763
H -2.5633 -0.2908 -3.3104
H -0.2992 -0.7472 -2.4054
O 1.4895 -1.0022 0.4934
C 2.1537 -0.6752 -0.5526
O 2.1001 -1.5311 -1.4760
C 2.9088 0.6006 -0.6010
C 2.2378 1.7412 0.1758
Ge 0.3260 2.1931 -0.0695
C -0.2194 2.2246 -1.9477
C -1.4164 2.8665 -2.2746
C -1.8866 2.8852 -3.5808
C -1.1591 2.2698 -4.5905
C 0.0438 1.6462 -4.2899
C 0.5070 1.6287 -2.9799
C 0.1060 3.9884 0.6434
C 0.6702 5.0753 -0.0258
C 0.5302 6.3630 0.4690
C -0.1809 6.5798 1.6422
C -0.7499 5.5094 2.3153
C -0.6077 4.2203 1.8169
C -0.8594 1.0066 0.9400
C -2.1672 0.8000 0.5010
C -3.0638 0.0457 1.2479
C -2.6607 -0.5250 2.4468
C -1.3655 -0.3184 2.9039
C -0.4798 0.4503 2.1606
H 3.0860 0.8404 -1.6473
H 3.8929 0.3901 -0.1654
H 2.7814 2.6612 -0.0468
H 2.3638 1.5862 1.2496
H -1.9863 3.3703 -1.5009
H -2.8156 3.3903 -3.8122
H -1.5184 2.2928 -5.6111
H 0.6260 1.1812 -5.0755
H 1.4456 1.1290 -2.7760
H 1.2164 4.9225 -0.9516
H 0.9712 7.1976 -0.0604
H -0.2928 7.5843 2.0289
H -1.3078 5.6771 3.2275
H -1.0620 3.3914 2.3485
H -2.5014 1.2484 -0.4291
H -4.0822 -0.0825 0.9029
H -3.3567 -1.1137 3.0308
H -1.0526 -0.7380 3.8521
H 0.5200 0.6125 2.5450
*
```